{"formula": "C13H8AuBCl5N3O2", "method": "ωB97M-V with the def2-TZVPD basis set", "homo_energy_ev": [-8.3, -8.6], "max_force_ha_per_bohr": 0.02083, "e_lumo_ev": [-1.55, -5.39], "spin_multiplicity": 3, "e_above_lowest_kcal_mol": 2.4, "gap_ev": [6.80, 3.18], "species": ["Au", "H", "H", "C", "C", "C", "Cl", "H", "C", "H", "O", "C", "C", "Cl", "C", "H", "C", "N", "Cl", "H", "Cl", "C", "Cl", "C", "C", "N", "B", "N", "C", "C", "H", "H", "O"], "coordinates": [[1.128045, -0.144124, -1.448618], [2.307987, 1.371429, -6.216674], [-0.433273, -3.081489, 4.536268], [-2.055416, -4.007302, 3.488073], [-1.071170, -2.721192, 1.244134], [-2.700166, -4.147965, 2.265452], [-0.006182, 5.644420, 1.727491], [-2.711108, -3.606929, 0.186114], [0.245932, 4.128204, 0.971258], [1.598059, 2.991980, -5.176050], [-0.685410, -1.526244, -1.988386], [1.505853, 3.530362, 0.998806], [0.684760, 1.629910, -0.314969], [-1.847245, 1.454860, -1.122072], [2.229980, 1.252627, -4.000479], [3.514966, 2.604551, -5.331693], [-0.928576, -3.208012, 3.582768], [2.058069, 0.612570, -3.050783], [3.249022, 1.542444, 0.432842], [0.449790, -1.935590, 2.516926], [2.787944, 4.295954, 1.802050], [1.709399, 2.270989, 0.353991], [-2.341185, 4.189411, 0.297663], [-0.428894, -2.561166, 2.461431], [-0.561802, 2.224654, -0.320235], [-1.165770, -2.146259, -1.006410], [2.416421, 2.107865, -5.266748], [-0.527187, -2.057889, 0.095965], [-2.216768, -3.508451, 1.138637], [-0.798063, 3.481595, 0.326390], [-2.431675, -4.523146, 4.361761], [-3.590116, -4.758377, 2.188664], [0.613777, -1.399691, 0.266433]], "atomic_forces_ev_per_a": [[-0.5, -0.3, 0.9], [-0.3, 0.0, 0.0], [0.0, 0.0, 0.0], [0.0, 0.0, 0.1], [-0.1, -0.1, 0.1], [0.0, 0.0, 0.0], [0.0, -0.1, 0.0], [0.0, 0.0, 0.0], [-0.4, 0.2, 0.0], [-0.2, 0.0, -0.1], [-0.1, -0.4, 0.2], [0.4, 0.4, 0.4], [0.9, -0.3, -0.2], [0.2, 0.2, 0.2], [0.2, -0.3, 0.5], [0.1, -0.1, 0.4], [-0.1, 0.0, 0.0], [0.1, 0.3, -0.4], [-0.1, 0.2, 0.0], [0.0, -0.1, 0.0], [-0.3, -0.2, -0.2], [-0.3, -0.6, -0.3], [0.2, -0.2, 0.0], [0.1, 0.1, 0.0], [-0.1, -0.5, -0.3], [-0.2, 0.0, -0.4], [0.3, 0.4, -0.6], [0.0, 0.1, 0.2], [0.1, 0.1, -0.1], [-0.3, 0.7, 0.3], [0.0, 0.0, 0.0], [0.0, 0.0, 0.0], [0.0, 0.3, -0.6]], "nbo_charge": [1.163, 0.029, 0.216, -0.215, 0.176, -0.199, 0.100, 0.243, -0.150, 0.018, -0.547, 0.026, -0.344, 0.200, 0.465, 0.026, -0.200, -0.708, 0.155, 0.244, 0.187, -0.023, 0.169, -0.251, 0.018, 0.169, -0.619, 0.106, -0.243, -0.012, 0.216, 0.219, -0.636]}

{"formula": "C6H11ClO7", "method": "ωB97M-V with the def2-TZVPD basis set", "homo_energy_ev": [-6.1, -9.8], "max_force_ha_per_bohr": 0.06864, "e_lumo_ev": [0.38, -0.63], "spin_multiplicity": 3, "gap_ev": [6.44, 9.19], "species": ["H", "O", "H", "C", "H", "O", "H", "O", "O", "H", "C", "C", "C", "C", "Cl", "O", "H", "H", "H", "O", "H", "H", "O", "C", "H"], "coordinates": [[1.352723, 2.025917, -1.306219], [-2.055004, -0.655205, -1.320483], [1.747760, -2.039251, 1.013049], [1.093566, 0.400421, 0.216607], [0.276125, -1.581875, -0.620160], [0.337314, 0.519016, -2.041258], [2.045399, -0.017109, -0.138109], [-1.407363, 2.766061, -1.396150], [1.143052, 1.055400, 1.421749], [-1.231925, 3.463767, 0.454716], [0.778751, -1.779795, 1.408365], [-0.694002, 2.050557, -0.526763], [-1.970482, -0.054227, -0.087552], [0.583823, 1.317739, -0.910091], [-3.379300, 0.594280, 0.690826], [0.036981, -2.987056, 1.418586], [0.860045, -1.231524, 2.381753], [-0.879134, -2.590726, 1.385380], [-1.013558, 2.830144, -2.261935], [-0.595279, 2.715325, 0.647539], [-0.551670, 0.229792, -2.249781], [-2.519966, -1.441372, -1.406730], [-1.053606, -0.627508, 0.787069], [0.258645, -0.874488, 0.262448], [0.255690, 1.262046, 1.771181]], "atomic_forces_ev_per_a": [[-0.2, -0.1, 0.9], [1.2, 3.3, 0.6], [0.8, -0.2, 0.6], [-1.0, -0.4, -1.7], [-0.3, 1.4, 0.6], [1.1, -0.2, -1.6], [0.4, 0.7, 0.6], [-1.0, 0.5, -0.8], [0.8, -0.1, 1.3], [0.9, -0.7, 1.0], [1.0, 0.3, -1.0], [2.6, -0.2, 0.5], [-0.2, -2.2, 0.4], [-1.2, 0.3, -1.0], [0.5, -0.5, -0.4], [-1.7, 1.4, 0.3], [-0.3, -0.6, -0.8], [0.9, -1.2, 0.2], [0.4, -0.1, -0.7], [-1.6, 1.9, 0.1], [-0.4, 0.1, 0.8], [-1.7, -2.6, 0.2], [-2.0, 1.1, -1.2], [0.2, -1.6, 1.8], [0.5, -0.2, -0.6]], "nbo_charge": [0.187, -0.757, 0.173, 0.058, 0.225, -0.759, 0.197, -0.717, -0.705, 0.495, -0.080, 0.488, 0.510, -0.004, 0.002, -0.706, 0.188, 0.465, 0.492, -0.704, 0.501, 0.488, -0.578, 0.041, 0.500]}

{"formula": "C2H8OS", "method": "ωB97M-V with the def2-TZVPD basis set", "homo_energy_ev": -9.4, "max_force_ha_per_bohr": 0.02437, "e_lumo_ev": 0.84, "smiles": "CCS.O", "spin_multiplicity": 1, "e_above_lowest_kcal_mol": 0.0, "gap_ev": 10.25, "species": ["H", "H", "H", "C", "S", "H", "H", "O", "H", "H", "H", "C"], "coordinates": [[-0.533678, -0.990685, 0.649871], [1.014643, -1.760619, -1.219102], [1.071814, -1.325490, 1.271754], [1.015812, -0.742632, -0.829638], [0.637364, 1.036340, 1.196913], [-2.500542, 1.831339, -1.075215], [0.091194, 0.841520, 2.398472], [-2.284776, 1.040162, -0.524971], [-1.472004, 1.285698, -0.045091], [2.044680, -0.386397, -0.911909], [0.405488, -0.139825, -1.500304], [0.510006, -0.689411, 0.589218]], "atomic_forces_ev_per_a": [[0.0, 0.0, -0.1], [-0.1, -0.1, 0.1], [0.1, 0.0, -0.2], [0.3, -0.1, -0.4], [0.1, 0.0, -0.2], [0.3, -1.0, 0.7], [-0.1, 0.0, 0.1], [0.0, 1.0, -0.6], [-0.3, 0.0, -0.1], [0.0, 0.1, 0.1], [-0.1, 0.1, 0.1], [-0.2, 0.1, 0.5]], "nbo_charge": [0.221, 0.222, 0.212, -0.627, -0.076, 0.469, 0.129, -0.963, 0.477, 0.211, 0.221, -0.495]}

Copy entry 2 word for word.
{"formula": "C6H11ClO7", "method": "ωB97M-V with the def2-TZVPD basis set", "homo_energy_ev": [-6.1, -9.8], "max_force_ha_per_bohr": 0.06864, "e_lumo_ev": [0.38, -0.63], "spin_multiplicity": 3, "gap_ev": [6.44, 9.19], "species": ["H", "O", "H", "C", "H", "O", "H", "O", "O", "H", "C", "C", "C", "C", "Cl", "O", "H", "H", "H", "O", "H", "H", "O", "C", "H"], "coordinates": [[1.352723, 2.025917, -1.306219], [-2.055004, -0.655205, -1.320483], [1.747760, -2.039251, 1.013049], [1.093566, 0.400421, 0.216607], [0.276125, -1.581875, -0.620160], [0.337314, 0.519016, -2.041258], [2.045399, -0.017109, -0.138109], [-1.407363, 2.766061, -1.396150], [1.143052, 1.055400, 1.421749], [-1.231925, 3.463767, 0.454716], [0.778751, -1.779795, 1.408365], [-0.694002, 2.050557, -0.526763], [-1.970482, -0.054227, -0.087552], [0.583823, 1.317739, -0.910091], [-3.379300, 0.594280, 0.690826], [0.036981, -2.987056, 1.418586], [0.860045, -1.231524, 2.381753], [-0.879134, -2.590726, 1.385380], [-1.013558, 2.830144, -2.261935], [-0.595279, 2.715325, 0.647539], [-0.551670, 0.229792, -2.249781], [-2.519966, -1.441372, -1.406730], [-1.053606, -0.627508, 0.787069], [0.258645, -0.874488, 0.262448], [0.255690, 1.262046, 1.771181]], "atomic_forces_ev_per_a": [[-0.2, -0.1, 0.9], [1.2, 3.3, 0.6], [0.8, -0.2, 0.6], [-1.0, -0.4, -1.7], [-0.3, 1.4, 0.6], [1.1, -0.2, -1.6], [0.4, 0.7, 0.6], [-1.0, 0.5, -0.8], [0.8, -0.1, 1.3], [0.9, -0.7, 1.0], [1.0, 0.3, -1.0], [2.6, -0.2, 0.5], [-0.2, -2.2, 0.4], [-1.2, 0.3, -1.0], [0.5, -0.5, -0.4], [-1.7, 1.4, 0.3], [-0.3, -0.6, -0.8], [0.9, -1.2, 0.2], [0.4, -0.1, -0.7], [-1.6, 1.9, 0.1], [-0.4, 0.1, 0.8], [-1.7, -2.6, 0.2], [-2.0, 1.1, -1.2], [0.2, -1.6, 1.8], [0.5, -0.2, -0.6]], "nbo_charge": [0.187, -0.757, 0.173, 0.058, 0.225, -0.759, 0.197, -0.717, -0.705, 0.495, -0.080, 0.488, 0.510, -0.004, 0.002, -0.706, 0.188, 0.465, 0.492, -0.704, 0.501, 0.488, -0.578, 0.041, 0.500]}

Question: Which formula does entry 3 have?
Answer: C2H8OS

Copy entry 2 word for word.
{"formula": "C6H11ClO7", "method": "ωB97M-V with the def2-TZVPD basis set", "homo_energy_ev": [-6.1, -9.8], "max_force_ha_per_bohr": 0.06864, "e_lumo_ev": [0.38, -0.63], "spin_multiplicity": 3, "gap_ev": [6.44, 9.19], "species": ["H", "O", "H", "C", "H", "O", "H", "O", "O", "H", "C", "C", "C", "C", "Cl", "O", "H", "H", "H", "O", "H", "H", "O", "C", "H"], "coordinates": [[1.352723, 2.025917, -1.306219], [-2.055004, -0.655205, -1.320483], [1.747760, -2.039251, 1.013049], [1.093566, 0.400421, 0.216607], [0.276125, -1.581875, -0.620160], [0.337314, 0.519016, -2.041258], [2.045399, -0.017109, -0.138109], [-1.407363, 2.766061, -1.396150], [1.143052, 1.055400, 1.421749], [-1.231925, 3.463767, 0.454716], [0.778751, -1.779795, 1.408365], [-0.694002, 2.050557, -0.526763], [-1.970482, -0.054227, -0.087552], [0.583823, 1.317739, -0.910091], [-3.379300, 0.594280, 0.690826], [0.036981, -2.987056, 1.418586], [0.860045, -1.231524, 2.381753], [-0.879134, -2.590726, 1.385380], [-1.013558, 2.830144, -2.261935], [-0.595279, 2.715325, 0.647539], [-0.551670, 0.229792, -2.249781], [-2.519966, -1.441372, -1.406730], [-1.053606, -0.627508, 0.787069], [0.258645, -0.874488, 0.262448], [0.255690, 1.262046, 1.771181]], "atomic_forces_ev_per_a": [[-0.2, -0.1, 0.9], [1.2, 3.3, 0.6], [0.8, -0.2, 0.6], [-1.0, -0.4, -1.7], [-0.3, 1.4, 0.6], [1.1, -0.2, -1.6], [0.4, 0.7, 0.6], [-1.0, 0.5, -0.8], [0.8, -0.1, 1.3], [0.9, -0.7, 1.0], [1.0, 0.3, -1.0], [2.6, -0.2, 0.5], [-0.2, -2.2, 0.4], [-1.2, 0.3, -1.0], [0.5, -0.5, -0.4], [-1.7, 1.4, 0.3], [-0.3, -0.6, -0.8], [0.9, -1.2, 0.2], [0.4, -0.1, -0.7], [-1.6, 1.9, 0.1], [-0.4, 0.1, 0.8], [-1.7, -2.6, 0.2], [-2.0, 1.1, -1.2], [0.2, -1.6, 1.8], [0.5, -0.2, -0.6]], "nbo_charge": [0.187, -0.757, 0.173, 0.058, 0.225, -0.759, 0.197, -0.717, -0.705, 0.495, -0.080, 0.488, 0.510, -0.004, 0.002, -0.706, 0.188, 0.465, 0.492, -0.704, 0.501, 0.488, -0.578, 0.041, 0.500]}